Entry from the Open Molecules 2025 dataset: 8 unconnected molecules or ions with the total composition C20H48N8O8 in a non-equilibrium geometry (ωB97M-V/def2-TZVPD).

```
84
Properties=species:S:1:pos:R:3:forces:R:3:lowdin_charge:R:1
C -3.675688 0.997168 -2.709203 0.228 1.642 4.689 -0.77
O -3.915633 0.650335 -1.547691 0.039 -0.999 0.188 0.00
N -2.946441 2.071236 -2.924571 2.072 1.473 -1.389 0.18
N -4.219422 0.465907 -3.726732 -1.880 -2.578 -3.940 0.19
H -2.744492 2.347863 -3.874728 -0.069 0.402 0.381 0.11
H -2.521211 2.536456 -2.135363 0.002 0.395 0.453 0.06
H -4.019956 0.840414 -4.643276 -0.643 -0.427 0.080 0.12
H -4.943859 -0.210734 -3.533209 0.154 0.034 -0.528 0.14
C -2.380867 2.751165 0.639134 1.757 0.528 -0.400 -0.78
O -2.174475 3.249708 -0.435515 -0.151 1.129 -3.572 0.03
N -1.812749 3.254956 1.691817 1.494 2.115 3.864 0.18
N -2.900066 1.602643 0.882717 -2.516 -4.570 0.679 0.20
H -1.922955 2.770375 2.571102 0.229 0.496 0.185 0.08
H -1.319836 4.135573 1.651244 -0.322 -0.262 -0.004 0.13
H -3.234400 0.985663 0.156316 -0.333 0.417 -0.466 0.07
H -3.060066 1.292453 1.830491 0.040 0.172 -0.190 0.12
C -0.279548 -1.059801 -4.341395 -2.133 -0.720 -1.490 -0.61
O -0.917273 -1.718592 -5.123937 0.207 -0.530 -0.334 0.16
N -0.463863 0.207274 -4.039253 -0.629 2.870 -0.371 0.26
N 0.664229 -1.517789 -3.523787 2.383 -2.234 1.392 0.45
H 0.266990 0.747928 -3.599202 -0.118 0.153 0.126 0.12
H -1.153789 0.705107 -4.583563 0.026 0.076 0.160 0.13
H 1.085350 -0.885293 -2.858433 0.566 1.408 0.996 0.08
H 0.983553 -2.462569 -3.364043 -0.265 -1.546 -0.412 0.14
C -0.264878 2.342638 4.584442 -0.726 -0.391 1.597 -0.88
O -1.293064 1.758170 4.682282 -3.989 -1.582 -0.397 0.06
N 0.625450 2.081378 3.702748 2.293 -1.771 -4.282 0.17
N 0.185896 3.207482 5.410920 1.495 4.064 3.730 0.19
H 1.549755 2.474581 3.808363 -0.130 -0.820 -0.916 0.12
H 0.273243 1.302918 3.164192 1.322 -0.020 -0.637 0.10
H 1.158873 3.436047 5.265444 -0.494 0.708 0.944 0.11
H -0.348056 3.565296 6.190004 0.281 -0.153 -0.198 0.14
C 0.161560 -0.415737 0.278817 -2.535 0.453 -1.156 -0.16
C 1.573405 -0.677389 0.582173 1.004 -0.029 0.422 -0.16
C 2.282179 -0.311708 -0.709742 0.186 -0.308 -1.165 -0.11
O 1.286842 0.197105 -1.659625 0.044 0.102 0.293 -0.21
C 0.166303 0.601340 -0.864538 -0.204 0.766 0.648 -0.17
H -0.523507 -0.090038 1.061581 0.327 -0.022 0.272 0.11
H -0.285703 -1.316075 -0.142407 -0.211 -0.179 0.017 0.12
H 1.734831 -1.733057 0.800352 0.163 0.188 0.383 0.12
H 1.906425 -0.031594 1.394663 0.271 -0.258 0.065 0.12
H 2.624897 -1.173837 -1.281919 0.743 -0.136 0.535 0.12
H 3.078406 0.413340 -0.541129 -0.052 0.027 -0.353 0.13
H -0.767680 0.690602 -1.419339 0.039 -0.634 -0.353 0.11
H 0.347491 1.642487 -0.597569 0.130 -0.088 0.742 0.10
C 2.083642 3.956523 -2.715807 1.161 0.931 -1.994 -0.16
C 1.093831 3.990937 -1.632289 -0.797 -0.854 2.119 -0.20
C 0.425090 5.345315 -1.686835 -1.047 0.161 0.997 -0.23
O 0.668798 5.798927 -2.958601 -1.142 0.365 -1.432 -0.13
C 1.942928 5.344870 -3.349760 -0.156 1.799 0.127 -0.19
H 1.739544 3.267127 -3.486802 0.710 -0.490 0.092 0.10
H 3.098011 3.824450 -2.339371 0.003 -0.472 -0.504 0.12
H 1.537558 3.826525 -0.650366 0.080 -0.063 0.103 0.12
H 0.423892 3.146963 -1.796514 -0.557 0.454 0.227 0.08
H 0.763778 6.101875 -0.979011 0.764 -0.216 0.477 0.12
H -0.641603 5.299921 -1.467299 -0.169 -0.211 -0.415 0.12
H 2.626196 6.093578 -2.948909 0.729 -0.272 0.326 0.12
H 1.936493 5.566967 -4.416880 0.399 -1.033 -0.229 0.13
C 0.650305 -5.971315 -0.990664 -0.877 -0.365 1.058 -0.19
C 1.979071 -5.391527 -0.480760 -0.648 -0.344 -1.853 -0.12
C 2.477030 -4.907167 -1.892384 -0.301 -0.164 1.172 -0.17
O 1.304535 -4.296311 -2.448717 0.367 1.656 -0.963 -0.22
C 0.117593 -4.953850 -2.008778 1.523 -1.358 1.144 -0.18
H -0.139745 -6.042484 -0.243095 0.259 -0.276 0.401 0.11
H 0.768403 -6.974586 -1.400043 0.156 0.121 -0.202 0.12
H 2.618989 -6.114925 0.024520 -0.039 0.127 -0.125 0.12
H 1.717328 -4.560669 0.174431 0.519 0.226 -0.019 0.10
H 2.742699 -5.705005 -2.585899 0.251 -0.403 0.431 0.12
H 3.322562 -4.222008 -1.831229 -0.300 0.367 -0.204 0.11
H -0.338189 -5.563813 -2.788719 -0.485 0.894 -0.300 0.13
H -0.474098 -4.235530 -1.441311 -0.525 0.024 -0.691 0.12
C -0.158387 -1.614363 4.830296 -1.284 1.389 -1.040 -0.20
C 0.701034 -2.685058 5.378506 0.050 -0.788 0.332 -0.19
C -0.240024 -3.875833 5.300251 -0.221 0.106 -0.650 -0.19
O -1.239469 -3.635080 4.271047 0.401 1.714 -0.357 -0.14
C -0.945167 -2.303328 3.697837 1.174 -0.797 1.521 -0.16
H 0.348334 -0.721238 4.464697 0.205 0.008 -0.005 0.09
H -0.910606 -1.254089 5.532056 0.196 -0.063 0.388 0.12
H 0.970229 -2.517794 6.421409 0.339 0.054 -0.153 0.12
H 1.569538 -2.960242 4.780104 0.237 0.679 -0.018 0.11
H -0.725953 -3.927054 6.274597 -0.186 -0.921 -0.203 0.12
H 0.349822 -4.714857 4.931190 -0.424 -0.571 0.818 0.12
H -1.822136 -1.734202 3.389403 -0.151 -0.496 0.025 0.12
H -0.208060 -2.403040 2.901069 -0.309 -0.276 -0.691 0.09
```
Forces are in eV/Å.

Spin multiplicity = 2
Charge = +1
HOMO level (alpha / beta) = -11.47 / -11.47 eV
Orbital gap (alpha / beta) = 9.11 / 3.34 eV

Entry from the Open Molecules 2025 dataset: 8 unconnected molecules or ions with the total composition C20H48O12S6 in a non-equilibrium geometry (ωB97M-V/def2-TZVPD).

```
86
Properties=species:S:1:pos:R:3:forces:R:3:lowdin_charge:R:1
C 5.436701 1.790530 2.494274 1.129 0.133 0.036 -0.01
C 6.663465 0.948070 2.181645 0.180 0.486 -0.559 -0.28
C 6.453908 -0.158441 1.168734 -1.825 -0.674 0.780 -0.13
O 7.524261 -0.109995 0.299048 1.490 -0.896 -0.876 0.09
C 8.217122 0.990079 0.519701 2.917 1.367 -1.556 -0.58
O 9.264622 1.311456 -0.022853 -2.095 -0.832 0.874 0.13
O 7.600345 1.746592 1.416001 -0.235 1.019 1.174 0.08
H 4.875656 1.379418 3.331715 -0.277 -0.149 -0.287 0.08
H 4.877281 1.921717 1.570326 -0.384 -0.025 0.282 0.05
H 5.839196 2.749870 2.824327 -0.242 0.135 0.005 0.09
H 7.192051 0.639159 3.085264 -0.065 -0.134 0.028 0.15
H 5.569837 0.061990 0.568416 -0.320 -0.420 0.340 0.09
H 6.436867 -1.136712 1.650515 -0.324 -0.057 -0.232 0.14
C -5.392324 3.246151 0.419938 0.633 0.339 0.285 -0.02
C -4.316115 2.463397 1.191969 -0.595 0.059 -0.610 -0.31
C -4.065777 1.041112 0.694541 -1.930 -0.841 0.476 -0.11
O -2.686930 0.956073 0.435678 -1.301 -2.642 -0.410 0.07
C -2.145486 2.115489 0.507795 1.568 1.908 0.331 -0.59
O -0.983218 2.280603 0.234436 -0.707 0.822 0.297 0.13
O -3.046325 3.036194 0.936103 1.318 0.945 -0.149 0.09
H -6.392051 2.838253 0.565574 0.093 -0.278 -0.209 0.09
H -5.110361 3.346199 -0.628460 -0.227 -0.412 -0.105 0.09
H -5.437388 4.275688 0.779478 0.103 -0.043 0.244 0.08
H -4.544848 2.521247 2.256432 0.352 -0.132 0.065 0.14
H -4.674407 0.782157 -0.172150 0.461 0.246 -0.403 0.11
H -4.356110 0.277504 1.417231 0.340 0.130 0.309 0.12
C -1.902197 -0.976443 4.824244 0.083 -0.743 -0.392 -0.26
S -2.444333 0.760999 5.006525 -0.572 -0.801 -0.490 0.86
O -2.475838 1.315924 3.608721 -0.059 -0.426 0.769 -0.54
C -4.178961 0.314357 5.427918 -0.034 0.447 -0.249 -0.25
H -2.494579 -1.471180 4.051300 -0.119 0.440 -0.264 0.04
H -1.999859 -1.659881 5.669480 -0.110 0.651 0.538 0.06
H -0.860374 -1.038779 4.510904 0.020 0.418 0.019 0.03
H -4.598783 -0.359318 4.680881 0.260 -0.109 -0.050 0.05
H -4.762793 1.234063 5.381725 0.171 0.112 0.051 0.05
H -4.291432 -0.104184 6.427284 0.323 -0.046 -0.003 0.05
C 2.930506 1.699728 -2.119168 -1.348 0.697 0.802 -0.27
S 4.635917 1.803733 -1.536113 0.356 1.414 -2.226 0.83
O 5.426963 1.739113 -2.816413 -0.080 -0.337 0.948 -0.56
C 4.602222 3.600709 -1.088378 -0.857 -0.149 0.986 -0.24
H 2.244475 1.977662 -1.313643 0.204 -0.365 0.413 0.04
H 2.648055 0.704701 -2.458163 0.446 -0.077 0.013 0.04
H 2.643879 2.444008 -2.863513 0.867 -0.093 -0.447 0.06
H 4.068515 3.629998 -0.133381 0.115 -0.024 0.194 0.03
H 4.027208 4.282009 -1.716036 0.105 -0.491 -0.624 0.05
H 5.587649 4.031816 -0.921203 0.203 -0.520 -0.176 0.05
C -5.343820 -3.507873 -1.044334 0.105 0.039 0.305 -0.25
S -3.785672 -2.545782 -1.201073 -1.123 1.417 1.019 0.86
O -4.201281 -1.107164 -1.477854 0.393 -1.472 -0.019 -0.57
C -3.341860 -2.481750 0.619700 -0.520 0.077 -0.586 -0.22
H -6.073719 -3.029091 -0.390495 0.405 0.257 0.288 0.06
H -5.069351 -4.482206 -0.638850 -0.074 -0.073 -0.092 0.05
H -5.879325 -3.619593 -1.986288 0.595 -0.002 -0.302 0.05
H -4.174305 -2.041376 1.169534 -0.224 -0.047 -0.270 0.04
H -2.526750 -1.762575 0.684402 0.198 -0.227 -0.124 0.02
H -3.110971 -3.444719 1.073059 0.223 -0.062 -0.310 0.05
C -1.481690 0.050306 -3.074528 -0.932 -0.161 -0.326 -0.25
S -1.782805 0.024341 -4.898307 1.008 -0.436 0.167 0.85
O -0.543016 -0.621325 -5.488516 -1.570 0.546 0.589 -0.57
C -3.153064 -1.212510 -4.927466 0.427 0.371 0.605 -0.25
H -1.243965 -0.963810 -2.756245 0.377 0.076 -0.066 0.01
H -2.386766 0.325359 -2.530167 -0.144 0.100 -0.229 0.03
H -0.714339 0.784154 -2.837785 0.214 -0.217 -0.261 0.05
H -3.604604 -1.219474 -5.916904 0.315 -0.143 -0.077 0.04
H -3.921717 -0.943857 -4.201101 0.104 0.223 0.072 0.03
H -2.724255 -2.168333 -4.627101 -0.012 -0.111 -0.310 0.04
C 2.700704 -3.041976 -2.713749 -0.459 -0.134 0.404 -0.25
S 1.215538 -2.437436 -3.557400 0.183 0.397 -0.461 0.77
O 1.360387 -2.768653 -4.994110 0.013 -0.410 0.399 -0.52
C -0.060334 -3.523052 -2.839002 0.002 -0.084 -0.532 -0.26
H 2.755633 -4.130028 -2.712019 0.096 0.023 -0.160 0.05
H 2.663422 -2.668198 -1.688522 -0.002 -0.051 0.078 0.03
H 3.561460 -2.584573 -3.197980 -0.119 -0.068 -0.183 0.06
H -0.074856 -3.415407 -1.754810 -0.009 -0.126 0.007 0.04
H 0.007479 -4.555578 -3.184772 0.531 -0.068 0.249 0.06
H -1.000896 -3.183296 -3.274196 0.016 0.330 0.171 0.01
C 0.504873 -0.536910 0.109745 0.437 -0.126 -0.318 -0.24
S 1.907874 -0.534421 1.291815 -0.404 1.227 -0.357 0.86
O 3.033232 0.165478 0.573588 -0.492 -0.547 0.472 -0.59
C 1.157850 0.707961 2.429576 0.004 -0.448 0.295 -0.23
H 0.562641 -1.366478 -0.596872 0.262 -0.312 0.346 0.02
H 0.631190 0.341788 -0.521465 -0.233 0.303 0.411 0.04
H -0.454059 -0.561599 0.623126 0.052 0.208 0.026 0.03
H 0.256663 0.282358 2.874459 -0.117 -0.109 -0.241 0.02
H 0.894498 1.657677 1.965957 0.142 -0.175 -0.384 0.06
H 1.833759 0.876788 3.268303 0.300 -0.037 -0.234 0.04
```
Forces are in eV/Å.

ΔE to the lowest compared entry with this formula, charge and spin = 161.2 kJ/mol
Charge = 0
HOMO level = -8.29 eV
Orbital gap = 7.85 eV

Entry from the Open Molecules 2025 dataset: a molecular structure, C20H48O12S6 in a non-equilibrium geometry (ωB97M-V/def2-TZVPD).

```
86
Properties=species:S:1:pos:R:3:forces:R:3:lowdin_charge:R:1
C 2.993799 3.430227 -0.896227 -0.267 0.921 -1.510 0.02
C 2.968702 1.969294 -1.305212 0.149 1.295 -0.646 -0.30
C 1.892543 1.419790 -2.240309 -0.558 2.930 2.305 -0.07
O 2.610923 0.593290 -3.054481 -2.475 12.525 3.060 0.07
C 3.833377 0.933067 -3.114194 7.759 3.017 -1.689 -0.46
O 4.658249 0.554884 -3.954177 -1.390 3.226 2.917 0.14
O 4.092817 1.852054 -2.124112 1.690 -1.513 -2.421 0.14
H 3.996415 3.682285 -0.550771 -0.019 -0.225 0.139 0.12
H 2.318290 3.659257 -0.072005 -0.659 0.808 -2.856 0.06
H 2.856329 4.104599 -1.741462 -0.418 -0.156 -0.192 0.12
H 3.123023 1.296165 -0.461901 0.098 1.064 -3.373 0.05
H 1.442130 2.204534 -2.848095 0.143 0.074 0.169 0.16
H 1.151176 0.823185 -1.708767 1.465 0.249 -0.635 0.05
C 1.049631 0.802543 2.011402 10.966 -2.139 -4.046 -0.22
C 2.157899 1.392278 0.983910 -0.641 0.407 4.752 -0.27
C 2.906175 2.561281 1.567721 -0.267 1.198 1.260 -0.07
O 4.280442 2.286450 1.342593 0.076 3.437 1.182 0.14
C 4.437329 1.083484 0.960444 4.537 -2.185 0.616 -0.64
O 5.506177 0.520540 0.862190 -1.705 0.490 -0.263 0.18
O 3.272203 0.554746 0.735942 -2.710 -5.069 0.862 0.10
H 1.390767 0.943838 3.036956 1.830 -0.215 -0.587 0.15
H 0.981158 -0.274702 1.859865 2.293 1.631 1.384 0.03
H 0.070813 1.255988 1.855167 5.085 -1.266 -3.151 -0.09
H 1.613451 1.666113 0.080202 0.657 0.187 0.768 0.08
H 2.784864 2.762039 2.632184 -0.187 -0.202 -0.044 0.16
H 2.630770 3.407370 0.938142 0.783 -0.335 3.165 0.07
C -3.284918 2.483554 3.160051 0.122 -0.645 0.137 -0.23
S -1.666552 2.333605 4.033408 -1.241 0.405 0.981 0.92
O -1.932247 1.578997 5.334130 0.495 0.299 -1.811 -0.56
C -0.698463 1.386806 2.768963 -5.465 2.419 9.676 -0.36
H -3.974029 1.825208 3.689022 0.038 0.048 0.189 0.05
H -3.195338 2.087353 2.148564 -0.016 0.348 0.019 0.00
H -3.674923 3.501338 3.170553 0.238 -0.062 0.010 0.05
H -0.675328 1.883233 1.798855 -2.621 2.573 1.941 0.07
H -1.031149 0.352277 2.684320 -0.036 0.641 0.722 0.08
H 0.322246 1.341196 3.148682 -4.075 1.937 3.803 0.03
C -0.890319 1.447787 -2.421148 -3.292 4.340 -0.686 -0.32
S -2.082845 2.821025 -1.978034 -0.758 1.184 0.435 0.91
O -3.342741 2.847041 -2.822163 1.504 -0.749 0.566 -0.56
C -2.587824 2.196606 -0.288879 -2.576 2.192 -2.110 -0.24
H -1.504896 0.570006 -2.620939 -0.573 1.694 -0.736 0.08
H -0.204159 1.271880 -1.592693 -2.032 2.899 0.134 -0.03
H -0.131187 1.658695 -3.174367 -1.268 0.485 -0.789 0.08
H -2.741735 1.118268 -0.328846 -1.276 0.732 -0.433 0.02
H -3.411724 2.825043 0.049264 -0.538 -0.157 -0.775 0.07
H -1.778383 2.224112 0.440609 -2.168 3.579 -1.311 -0.03
C -0.370902 -0.517714 -1.527704 0.548 -1.506 1.938 -0.27
S 0.081092 0.245190 0.142872 -3.051 -4.423 -3.140 1.12
O -1.067642 1.191475 0.588400 6.674 -5.975 -3.788 -0.69
C -0.077672 -1.319792 1.138927 -1.478 -0.772 -1.436 -0.21
H 0.085216 -1.487041 -1.728863 -0.638 1.695 4.042 0.01
H -0.154891 0.219661 -2.300818 2.127 -4.268 0.302 -0.03
H -1.453016 -0.629046 -1.596559 1.054 -0.056 -0.070 0.04
H -1.050192 -1.782515 0.971035 1.413 -0.149 -0.593 0.00
H -0.097932 -1.004290 2.182074 -0.277 -1.114 -0.333 0.07
H 0.744471 -1.982834 0.869545 0.141 0.203 0.052 0.12
C -0.394582 -3.974143 2.750008 -1.419 1.612 -0.345 -0.21
S -2.192797 -4.261982 2.407205 -0.292 -0.814 1.290 0.92
O -3.046243 -3.069088 2.890622 1.954 -1.632 0.018 -0.58
C -2.175387 -4.212283 0.593356 0.962 -0.661 0.576 -0.27
H -0.209531 -3.868481 3.818972 -0.055 -1.096 0.025 0.06
H -0.280231 -2.931553 2.453303 0.374 -0.494 -0.334 -0.01
H 0.178987 -4.660616 2.127215 0.131 0.018 0.471 0.07
H -1.686897 -3.303545 0.241652 -0.544 -0.469 0.170 0.00
H -3.230225 -4.256251 0.322303 1.261 -0.648 -0.303 0.02
H -1.601740 -4.996772 0.099776 -0.073 -0.541 0.617 0.08
C 0.663889 -2.535119 -3.338813 0.122 -0.448 -0.561 -0.25
S 2.484458 -2.765033 -3.322030 -0.220 1.395 -2.700 0.86
O 2.673403 -3.682739 -4.483750 0.218 -1.025 0.412 -0.59
C 2.930639 -1.084975 -3.908772 0.640 -10.002 -2.525 -0.26
H 0.314493 -2.045564 -4.247854 0.380 -0.172 -0.379 0.08
H 0.255651 -1.913899 -2.541621 1.198 -2.505 -3.163 -0.06
H 0.244494 -3.540342 -3.296992 0.000 0.013 0.056 0.06
H 2.444463 -0.415871 -3.198815 -1.320 -8.041 -1.456 -0.14
H 2.761284 -0.801545 -4.947565 -0.940 -0.679 -0.154 0.11
H 4.007438 -0.919427 -3.873950 -0.876 -1.931 0.487 0.05
C -2.606101 -0.655300 1.557446 -0.446 -1.011 0.362 -0.25
S -3.110587 -1.326033 -0.102913 -1.234 -1.114 0.154 1.02
O -2.008144 -2.071926 -0.859717 -1.975 0.224 0.994 -0.62
C -4.295290 -2.609431 0.526253 -1.220 0.510 -0.338 -0.25
H -3.511093 -0.299513 2.049897 -0.242 -0.198 -0.234 0.10
H -1.858802 0.138190 1.552207 -1.936 -0.921 -0.979 -0.02
H -2.172929 -1.469574 2.138315 -1.054 0.231 0.300 0.03
H -5.204817 -2.046858 0.736919 0.007 0.079 0.176 0.07
H -4.001963 -3.245437 1.361458 -0.539 1.600 0.056 -0.01
H -4.543308 -3.346612 -0.237386 -0.068 0.772 -0.795 0.07
```
Forces are in eV/Å.

ΔE to the lowest compared entry with this formula, charge and spin = 3687.0 kJ/mol
Charge = 0
HOMO level = -7.84 eV
Orbital gap = 7.39 eV

Respective DFT total energy values: -1830.48605, -4082.63950, -4081.29658 a.u..